C10H26BBrFNO7S as an isolated structure at a distorted geometry, computed with ωB97M-V/def2-TZVPD.

ORCA input file:
```
! wB97M-V def2-TZVPD RIJCOSX def2/J DEFGRID3
* xyz 0 1
C 1.91 0.00 0.61
C 0.96 1.05 1.34
B -0.17 1.59 0.35
O 0.26 2.44 -0.72
N -1.65 1.33 0.47
Br -2.44 1.67 -1.25
S -2.00 -0.31 0.80
O -3.47 -0.40 0.98
O -1.37 -0.80 2.04
F -1.67 -1.27 -0.50
H 2.88 0.07 1.15
H 2.14 0.32 -0.43
H 1.50 -1.02 0.66
H 0.59 0.69 2.32
H 1.62 1.93 1.56
H 0.24 3.33 -0.35
C -3.03 -6.80 0.64
O -2.56 -5.57 1.15
C -3.14 -4.45 0.50
C -4.23 -3.82 1.35
O -5.35 -4.68 1.48
C -5.38 -5.34 2.74
H -2.71 -7.60 1.32
H -4.12 -6.82 0.58
H -2.60 -6.99 -0.35
H -3.53 -4.73 -0.48
H -2.34 -3.71 0.35
H -4.58 -2.91 0.86
H -3.84 -3.53 2.34
H -5.67 -4.64 3.53
H -4.42 -5.80 2.98
H -6.14 -6.13 2.69
C 3.22 2.83 -2.46
O 3.54 3.37 -1.19
C 4.89 3.79 -1.09
C 5.01 5.30 -1.22
O 4.66 5.74 -2.52
C 3.36 6.30 -2.58
H 2.14 2.73 -2.53
H 3.56 3.48 -3.27
H 3.67 1.84 -2.57
H 5.51 3.29 -1.85
H 5.25 3.49 -0.11
H 6.05 5.59 -1.05
H 4.40 5.80 -0.46
H 3.35 7.28 -2.10
H 2.62 5.65 -2.11
H 3.09 6.42 -3.63
*
```

Results
Orbital gap ... 7.98 eV

Atomic partial charges in e from the Löwdin method, atoms 1 to 6:
1 C -0.080
2 C -0.145
3 B -0.639
4 O 0.015
5 N -0.409
6 Br 0.867

=====

A 2-piece molecular cluster, C10H16 overall at a distorted geometry, computed with ωB97M-V/def2-TZVPD.

ORCA input file:
```
! wB97M-V def2-TZVPD RIJCOSX def2/J DEFGRID3
* xyz 0 1
C -2.77 -0.65 0.62
C -1.51 -1.15 1.44
C -0.43 -0.11 1.39
C -0.24 0.91 0.47
C 0.73 1.86 0.69
C 1.64 1.80 1.75
C 1.46 0.71 2.66
C 0.42 -0.20 2.49
H -2.45 -0.22 -0.38
H -3.30 0.18 1.07
H -3.49 -1.35 0.13
H -1.88 -1.34 2.37
H -1.28 -2.06 0.98
H -0.81 0.91 -0.41
H 0.68 2.73 0.11
H 2.35 2.64 1.88
H 2.00 0.62 3.54
H 0.34 -1.02 3.21
C 1.22 -1.19 -2.65
C 0.93 0.14 -3.30
H 0.77 -2.02 -3.15
H 2.27 -1.45 -2.60
H 0.82 -1.24 -1.65
H 0.59 0.03 -4.37
H 1.70 0.81 -3.57
H 0.24 0.63 -2.74
*
```

Results
Orbital gap ... 10.05 eV
Relative energy (zero: lowest compared OMol25 entry of this formula, charge and spin) ... 38.0 kcal/mol

Atomic partial charges in e from the Löwdin method, atoms 1 to 6:
1 C -0.098
2 C -0.174
3 C -0.224
4 C -0.054
5 C -0.095
6 C -0.057

=====

A 2-piece molecular cluster, C7H10NO2 overall at a distorted geometry, computed with ωB97M-V/def2-TZVPD.

ORCA input file:
```
! wB97M-V def2-TZVPD RIJCOSX def2/J DEFGRID3
* xyz -1 1
C -0.80 1.98 -0.41
C 0.50 1.58 -0.33
C 4.18 -0.52 -0.52
C -1.64 0.76 -0.39
C -0.63 -0.28 0.12
C -0.63 -1.67 -0.50
C -0.79 -0.44 1.63
N 0.73 0.29 -0.11
O 4.19 -0.39 0.61
O 4.11 -0.45 -1.67
H -1.09 2.94 -0.82
H 1.39 2.27 -0.51
H -2.59 0.97 0.21
H -2.07 0.43 -1.45
H -1.67 -1.77 -1.09
H -0.62 -2.35 0.26
H 0.14 -1.74 -1.20
H -1.18 0.47 2.10
H 0.11 -0.87 2.10
H -1.63 -1.22 1.98
*
```

Results
Orbital gap ... 4.60 eV
Relative energy (zero: lowest compared OMol25 entry of this formula, charge and spin) ... 0.0 kcal/mol

Atomic partial charges in e from the Löwdin method, atoms 1 to 6:
1 C -0.237
2 C -0.332
3 C -0.457
4 C -0.231
5 C -0.637
6 C -0.066

=====

The molecule C3H7N3O, computed with ωB97M-V/def2-TZVPD.

ORCA input file:
```
! wB97M-V def2-TZVPD RIJCOSX def2/J DEFGRID3
* xyz 0 1
H 0.68 -3.73 0.55
N 0.08 -2.91 0.66
C 0.64 -1.90 0.13
N 0.01 -0.66 0.16
C 0.50 0.51 -0.39
O 1.70 0.32 -0.98
N -0.01 1.67 -0.40
C -1.30 1.93 0.21
H 1.61 -1.88 -0.38
H -0.88 -0.64 0.63
H 1.92 1.21 -1.31
H -1.24 1.94 1.31
H -2.08 1.22 -0.09
H -1.62 2.93 -0.11
*
```

Results
Orbital gap ... 10.00 eV
Relative energy (zero: lowest compared OMol25 entry of this formula, charge and spin) ... 19.4 kcal/mol

Atomic partial charges in e from the Löwdin method, atoms 1 to 6:
1 H 0.040
2 N 0.079
3 C -0.275
4 N 0.112
5 C -0.500
6 O 0.064

=====

The molecule C12H18N4O5S at a distorted geometry, computed with ωB97M-V/def2-TZVPD.

ORCA input file:
```
! wB97M-V def2-TZVPD RIJCOSX def2/J DEFGRID3
* xyz 0 1
C -4.47 -2.73 -0.79
O -4.29 -1.65 0.12
C -3.47 -0.68 -0.27
O -2.90 -0.64 -1.33
C -3.35 0.41 0.79
N -2.46 1.45 0.34
C -1.19 1.53 0.81
O -0.84 0.93 1.80
C -0.31 2.46 -0.01
C 0.97 2.86 0.74
C 1.92 1.67 0.88
N 2.20 1.11 -0.42
S 3.52 0.11 -0.50
O 3.69 -0.28 -1.87
O 4.60 0.74 0.19
C 3.05 -1.39 0.34
C 2.70 -1.77 1.61
N 2.36 -3.08 1.62
C 2.48 -3.49 0.38
N 2.89 -2.50 -0.44
C 1.02 0.62 -1.09
C 0.07 1.78 -1.34
H -5.22 -3.38 -0.35
H -4.82 -2.35 -1.76
H -3.53 -3.26 -0.93
H -4.35 0.81 1.02
H -2.93 -0.02 1.70
H -2.67 1.84 -0.57
H -0.89 3.36 -0.22
H 0.72 3.23 1.73
H 1.47 3.65 0.18
H 2.88 1.98 1.30
H 1.47 0.92 1.54
H 2.70 -1.18 2.51
H 2.28 -4.49 0.06
H 3.09 -2.51 -1.42
H 1.35 0.18 -2.04
H 0.52 -0.16 -0.49
H -0.82 1.41 -1.85
H 0.56 2.51 -1.98
*
```

Results
Orbital gap ... 9.78 eV
Relative energy (zero: lowest compared OMol25 entry of this formula, charge and spin) ... 0.4 kcal/mol

Atomic partial charges in e from the Löwdin method, atoms 1 to 6:
1 C -0.040
2 O -0.027
3 C -0.485
4 O 0.114
5 C -0.065
6 N 0.072

=====

C44H110N7O15Zn as an isolated structure at a distorted geometry, computed with ωB97M-V/def2-TZVPD.

ORCA input file:
```
! wB97M-V def2-TZVPD RIJCOSX def2/J DEFGRID3
* xyz 2 2
Zn -1.09 3.20 2.73
C -0.47 -0.51 0.73
C -0.61 0.94 0.34
O -0.45 1.89 1.39
H 0.56 -0.87 0.80
H -1.05 -1.05 -0.02
H -1.05 -0.62 1.64
H -1.56 1.14 -0.16
H 0.12 1.20 -0.42
C 6.66 6.23 -6.78
O 6.64 5.25 -5.68
C 7.49 4.18 -5.97
C 7.48 3.05 -4.93
N 6.14 2.46 -4.86
C 6.07 1.58 -3.71
C 4.67 0.96 -3.59
O 3.85 1.93 -2.99
C 2.55 1.37 -2.67
H 7.62 6.75 -6.84
H 5.93 7.02 -6.60
H 6.40 5.84 -7.77
H 8.53 4.46 -6.14
H 7.10 3.75 -6.90
H 7.94 3.38 -4.00
H 8.20 2.32 -5.31
H 5.46 3.20 -4.73
H 6.34 2.12 -2.80
H 6.76 0.74 -3.76
H 4.78 0.09 -2.93
H 4.35 0.66 -4.59
H 2.53 0.62 -1.89
H 1.95 1.02 -3.51
H 2.11 2.29 -2.27
C 3.00 -2.37 -3.37
O 1.86 -2.84 -2.67
C 0.58 -2.43 -3.10
C 0.13 -3.35 -4.20
N 0.68 -3.07 -5.55
C 0.26 -4.17 -6.41
C 0.93 -4.10 -7.76
O 0.47 -5.26 -8.57
C -0.06 -5.02 -9.88
H 3.91 -2.78 -2.93
H 3.02 -1.28 -3.40
H 2.90 -2.65 -4.42
H 0.57 -1.38 -3.40
H -0.13 -2.53 -2.28
H -0.95 -3.21 -4.34
H 0.29 -4.41 -3.98
H 0.39 -2.15 -5.85
H -0.82 -4.26 -6.52
H 0.74 -5.01 -5.91
H 1.98 -4.25 -7.53
H 0.68 -3.13 -8.20
H -0.84 -4.26 -9.85
H -0.48 -5.99 -10.13
H 0.70 -4.76 -10.61
C -6.31 -9.67 5.75
O -5.46 -9.74 4.56
C -4.17 -9.13 4.71
C -4.41 -7.61 4.57
N -3.19 -6.81 4.75
C -3.53 -5.36 4.72
C -2.26 -4.63 4.27
O -2.17 -4.58 2.89
C -1.13 -3.72 2.34
H -7.17 -10.33 5.72
H -6.65 -8.63 5.78
H -5.73 -9.80 6.66
H -3.48 -9.42 3.92
H -3.73 -9.33 5.69
H -5.14 -7.34 5.33
H -4.69 -7.33 3.55
H -2.60 -6.87 3.93
H -3.98 -4.99 5.65
H -4.33 -5.14 4.02
H -1.33 -5.03 4.70
H -2.26 -3.59 4.60
H -1.30 -3.60 1.27
H -0.19 -4.15 2.67
H -1.21 -2.70 2.73
C 4.67 2.20 0.41
O 4.38 2.28 1.81
C 3.01 1.78 2.08
C 2.71 1.63 3.58
N 2.59 2.90 4.25
C 3.23 2.89 5.55
C 4.77 3.05 5.41
O 5.17 4.46 5.26
C 6.51 4.68 5.15
H 4.70 1.14 0.15
H 5.67 2.60 0.23
H 3.94 2.70 -0.22
H 2.77 0.78 1.73
H 2.38 2.54 1.62
H 3.54 1.03 3.95
H 1.79 1.08 3.76
H 3.22 3.53 3.76
H 2.94 1.99 6.10
H 2.83 3.65 6.22
H 5.16 2.39 4.63
H 5.24 2.62 6.30
H 6.97 4.40 6.10
H 6.76 5.73 5.01
H 7.04 4.10 4.40
C -9.12 -0.63 6.65
O -8.26 -0.11 5.66
C -8.49 1.26 5.34
C -7.31 1.81 4.47
N -7.00 0.93 3.33
C -5.69 1.22 2.76
C -5.15 0.04 1.99
O -4.92 -1.02 2.98
C -4.07 -2.08 2.43
H -10.16 -0.33 6.59
H -8.79 -0.29 7.64
H -8.92 -1.70 6.71
H -8.43 1.82 6.27
H -9.51 1.38 4.98
H -6.44 1.78 5.12
H -7.41 2.78 3.98
H -6.86 0.02 3.73
H -4.98 1.39 3.57
H -5.72 2.10 2.13
H -4.28 0.38 1.43
H -5.83 -0.32 1.23
H -3.86 -2.73 3.27
H -3.11 -1.78 2.00
H -4.69 -2.66 1.75
C -2.39 0.49 4.03
O -1.80 1.80 4.31
C -1.32 2.03 5.59
C -0.88 3.51 5.64
N -0.09 3.77 4.43
C 0.03 5.24 4.24
C 0.65 5.54 2.83
O -0.05 4.76 1.90
C 0.25 4.98 0.52
H -2.94 0.57 3.09
H -3.09 0.22 4.83
H -1.63 -0.28 3.86
H -0.42 1.42 5.64
H -2.04 1.83 6.38
H -0.33 3.50 6.58
H -1.81 4.07 5.77
H 0.84 3.40 4.59
H 0.61 5.72 5.03
H -0.96 5.70 4.22
H 1.73 5.39 2.73
H 0.52 6.59 2.58
H 0.08 6.03 0.26
H -0.30 4.31 -0.14
H 1.33 4.84 0.39
C -1.29 3.01 -3.02
O -1.62 2.39 -4.21
C -1.67 0.96 -4.12
C -1.71 0.39 -5.50
N -0.46 -0.33 -5.98
C 0.64 0.57 -6.22
C 1.98 -0.17 -6.23
O 1.95 -0.95 -7.40
C 3.27 -1.49 -7.74
H -2.07 2.81 -2.30
H -1.29 4.09 -3.15
H -0.33 2.80 -2.56
H -2.54 0.62 -3.56
H -0.82 0.52 -3.59
H -2.05 1.14 -6.21
H -2.54 -0.31 -5.62
H -0.74 -0.73 -6.87
H 0.76 1.33 -5.44
H 0.55 1.14 -7.14
H 1.97 -0.82 -5.35
H 2.79 0.57 -6.24
H 3.91 -1.89 -6.96
H 3.88 -0.72 -8.21
H 3.09 -2.18 -8.57
*
```

Results
Orbital gap (alpha / beta) ... 6.83 / 3.02 eV

Atomic partial charges in e from the Löwdin method, atoms 1 to 6:
1 Zn 0.916
2 C -0.080
3 C -0.392
4 O -0.345
5 H 0.080
6 H 0.067

=====

C33H38N6P2PtS2 as an isolated structure, computed with ωB97M-V/def2-TZVPD.

ORCA input file:
```
! wB97M-V def2-TZVPD RIJCOSX def2/J DEFGRID3
* xyz 2 1
Pt 0.05 -1.58 -0.62
C 1.14 6.58 1.25
S 2.38 5.29 1.47
C 1.52 3.93 0.65
C 2.42 2.70 0.65
C 1.83 1.56 -0.16
N 0.50 1.14 0.39
P 0.53 -0.40 1.24
C -0.56 -0.29 2.65
C -0.66 0.90 3.37
C -1.42 0.93 4.53
C -2.08 -0.22 4.95
C -1.98 -1.40 4.23
C -1.22 -1.43 3.07
C 2.18 -0.71 1.88
C 2.94 -1.76 1.39
C 4.19 -2.04 1.94
C 4.67 -1.27 2.98
C 3.90 -0.22 3.49
C 2.66 0.05 2.95
P -0.58 0.57 -0.88
C -0.64 1.75 -2.22
C -0.04 1.43 -3.43
C -0.03 2.35 -4.47
C -0.63 3.59 -4.28
C -1.23 3.91 -3.07
C -1.24 2.99 -2.03
C -2.21 0.62 -0.08
C -2.57 1.61 0.83
C -3.82 1.60 1.41
C -4.74 0.60 1.09
C -4.40 -0.37 0.16
C -3.14 -0.36 -0.42
H 1.53 7.48 1.72
H 0.20 6.31 1.73
H 0.97 6.78 0.19
H 1.27 4.22 -0.37
H 0.59 3.72 1.19
H 2.62 2.38 1.67
H 3.38 2.96 0.20
H 2.52 0.71 -0.22
H 1.68 1.91 -1.18
H -0.17 1.80 3.02
H -1.51 1.85 5.10
H -2.67 -0.19 5.86
H -2.50 -2.28 4.57
H -1.14 -2.35 2.50
H 2.57 -2.37 0.57
H 4.78 -2.86 1.55
H 5.63 -1.48 3.41
H 4.27 0.37 4.31
H 2.06 0.85 3.38
H 0.42 0.45 -3.57
H 0.43 2.11 -5.41
H -0.63 4.31 -5.08
H -1.70 4.87 -2.93
H -1.73 3.25 -1.10
H -1.85 2.38 1.10
H -4.09 2.37 2.12
H -5.71 0.60 1.55
H -5.12 -1.13 -0.11
H -2.90 -1.08 -1.20
N 2.79 -4.29 -4.35
C 1.59 -3.75 -4.04
C 1.42 -2.95 -2.89
N 0.24 -2.43 -2.60
C -0.79 -2.67 -3.42
C -0.60 -3.46 -4.54
N 0.57 -4.00 -4.85
H 3.60 -4.16 -3.78
H 2.86 -4.84 -5.19
H 2.25 -2.71 -2.24
H -1.74 -2.22 -3.19
H -1.43 -3.65 -5.22
N -1.04 -5.94 -0.45
C -1.13 -4.62 -0.33
N -2.28 -4.01 -0.59
S 0.27 -3.78 0.23
H -1.84 -6.52 -0.67
H -0.16 -6.40 -0.27
H -3.12 -4.53 -0.80
H -2.39 -3.05 -0.31
*
```

Results
Orbital gap ... 6.71 eV
Relative energy (zero: lowest compared OMol25 entry of this formula, charge and spin) ... 15.1 kcal/mol

Atomic partial charges in e from the Löwdin method, atoms 1 to 6:
1 Pt 0.622
2 C -0.414
3 S 0.824
4 C -0.536
5 C -0.262
6 C -0.256

=====

A 2-piece molecular cluster, CH5O2 overall at a distorted geometry, computed with ωB97M-V/def2-TZVPD.

ORCA input file:
```
! wB97M-V def2-TZVPD RIJCOSX def2/J DEFGRID3
* xyz -1 1
C 0.88 -0.45 0.38
O 0.51 -0.42 -0.89
H 0.18 -1.12 0.97
H 1.82 -1.16 0.58
H 1.02 0.54 0.92
H -1.92 0.44 -0.24
H -0.78 0.92 -1.03
O -1.70 1.25 -0.69
*
```

Results
Orbital gap ... 7.30 eV
Relative energy (zero: lowest compared OMol25 entry of this formula, charge and spin) ... 10.0 kcal/mol

Atomic partial charges in e from the Löwdin method, atoms 1 to 6:
1 C -0.522
2 O -0.427
3 H 0.023
4 H 0.037
5 H 0.043
6 H -0.017

=====

A 2-piece molecular cluster, CHBrF2O overall at a distorted geometry, computed with ωB97M-V/def2-TZVPD.

ORCA input file:
```
! wB97M-V def2-TZVPD RIJCOSX def2/J DEFGRID3
* xyz 0 1
C 0.78 0.23 -0.43
O 1.50 -2.06 0.02
F 1.76 0.55 -1.08
F -0.31 0.13 -1.08
Br 3.17 -1.94 0.43
H 0.56 0.48 0.62
*
```

Results
Orbital gap (alpha / beta) ... 8.60 / 7.06 eV
Relative energy (zero: lowest compared OMol25 entry of this formula, charge and spin) ... 118.8 kcal/mol

Need the Löwdin charges? In units of e they are:
1 C -0.289
2 O -0.886
3 F 0.220
4 F 0.184
5 Br 0.605
6 H 0.165